1.
ORCA calculation (ωB97M-V/def2-TZVPD) on a 3-piece molecular cluster, C5H11N4O2 overall.

Cartesian coordinates (Å):
C  0.98  1.37  -1.80
C  -0.51  1.17  -1.49
C  0.84  -0.39  -0.43
C  1.04  -1.55  0.45
C  -1.54  -0.21  0.30
N  1.24  1.28  1.44
N  1.79  0.20  -1.08
N  -0.43  0.11  -0.49
N  1.26  0.99  2.55
O  -0.01  -0.49  2.88
O  1.84  0.99  3.61
H  1.10  1.22  -2.91
H  1.52  2.20  -1.34
H  -1.03  2.03  -0.97
H  -1.06  0.93  -2.46
H  1.85  -2.12  0.15
H  0.20  -2.34  0.35
H  1.06  -1.36  1.54
H  -1.08  -0.68  1.17
H  -2.08  0.76  0.47
H  -2.22  -0.81  -0.30
H  0.12  -0.74  3.83

Charge   -1
Maximum force   0.0711 hartree/bohr
HOMO-LUMO gap   7.891 eV

These are the Löwdin partial charges, in e, on atoms 1 to 2: C -0.184; C -0.178

=====

2.
ORCA calculation (ωB97M-V/def2-TZVPD) on a 11-piece molecular cluster, C45H68BCl23NO6PS overall.

Cartesian coordinates (Å):
C  -1.24  3.33  2.91
C  -2.10  2.91  1.69
C  -2.77  4.11  0.99
C  -2.09  4.53  -0.33
O  -2.81  4.15  -1.51
C  -2.51  2.87  -1.91
C  -3.46  1.89  -1.66
C  -3.19  0.57  -2.05
C  -1.98  0.30  -2.64
Cl  -1.68  -1.34  -3.14
C  -1.03  1.27  -2.89
C  0.27  0.86  -3.55
C  1.03  -0.14  -2.69
C  0.91  -0.18  -1.31
C  1.60  -1.06  -0.53
C  2.44  -1.99  -1.10
C  2.55  -1.98  -2.47
C  1.87  -1.08  -3.26
C  2.08  -1.18  -4.76
C  -1.30  2.59  -2.54
C  -0.40  3.79  -2.79
Cl  -0.30  3.96  -4.61
C  1.06  3.72  -2.27
C  1.26  3.04  -0.90
Cl  1.58  5.47  -2.06
C  -4.26  -0.46  -1.80
O  -4.44  -1.43  -2.49
C  -5.20  -0.23  -0.62
P  -5.93  -1.71  0.14
O  -5.04  -3.01  -0.22
O  -5.95  -1.59  1.75
S  -7.67  -1.99  -0.63
C  -5.42  1.04  -0.26
B  -6.41  1.47  0.92
N  -7.82  1.10  0.96
O  -5.81  2.20  1.96
C  -4.77  2.20  -0.97
O  -5.29  3.29  -0.92
H  -1.17  2.54  3.66
H  -1.65  4.21  3.41
H  -0.23  3.57  2.55
H  -2.87  2.24  2.10
H  -1.50  2.29  1.01
H  -2.69  4.97  1.67
H  -3.83  3.91  0.86
H  -1.94  5.61  -0.33
H  -1.08  4.09  -0.35
H  0.89  1.71  -3.83
H  -0.01  0.36  -4.49
H  0.26  0.54  -0.83
H  1.47  -1.03  0.55
H  3.00  -2.67  -0.47
H  3.21  -2.72  -2.91
H  3.08  -1.55  -4.99
H  1.39  -1.96  -5.13
H  1.85  -0.26  -5.30
H  -0.84  4.72  -2.46
H  1.74  3.34  -3.03
H  1.99  2.24  -1.02
H  0.33  2.71  -0.43
H  1.71  3.75  -0.22
H  -4.31  -2.98  0.43
H  -5.06  -1.54  2.14
H  -8.38  1.95  0.88
H  -7.99  0.71  1.89
H  -6.18  3.09  2.00
Cl  -7.06  2.37  -4.84
C  -6.83  0.75  -5.55
C  -5.49  0.16  -5.18
Cl  -4.13  1.03  -5.94
H  -6.93  0.84  -6.63
H  -7.63  0.12  -5.18
H  -5.44  -0.87  -5.52
H  -5.34  0.17  -4.11
Cl  -3.37  -1.25  4.33
C  -2.93  -2.95  4.66
C  -1.88  -3.46  3.73
Cl  -2.49  -3.62  2.06
H  -3.84  -3.55  4.61
H  -2.56  -2.99  5.69
H  -1.55  -4.46  4.05
H  -1.00  -2.80  3.71
Cl  4.27  0.56  0.87
C  5.38  1.93  0.62
C  4.88  2.87  -0.45
Cl  4.91  2.13  -2.07
H  6.36  1.52  0.37
H  5.46  2.45  1.56
H  5.52  3.75  -0.49
H  3.87  3.19  -0.25
Cl  6.11  -0.29  -5.10
C  7.50  -0.03  -4.01
C  8.57  0.82  -4.64
Cl  9.40  -0.04  -5.98
H  7.87  -1.00  -3.71
H  7.11  0.48  -3.13
H  9.33  1.06  -3.90
H  8.17  1.75  -5.04
Cl  -7.31  0.11  -8.95
C  -6.13  1.44  -9.12
C  -6.51  2.40  -10.22
Cl  -6.38  1.66  -11.83
H  -5.15  0.99  -9.30
H  -6.09  1.96  -8.17
H  -5.84  3.25  -10.20
H  -7.53  2.76  -10.09
Cl  8.71  -2.77  -2.48
C  9.36  -3.31  -4.06
C  9.13  -4.78  -4.29
Cl  10.10  -5.80  -3.20
H  10.42  -3.06  -4.08
H  8.86  -2.73  -4.83
H  9.43  -5.04  -5.31
H  8.09  -5.05  -4.16
Cl  0.10  -1.68  5.16
C  1.55  -2.64  5.56
C  2.75  -2.19  4.76
Cl  2.59  -2.58  3.03
H  1.32  -3.69  5.38
H  1.73  -2.51  6.62
H  3.64  -2.72  5.12
H  2.92  -1.12  4.86
Cl  0.98  -6.45  6.04
C  1.49  -6.81  7.71
C  0.88  -5.87  8.72
Cl  1.51  -4.21  8.55
H  2.58  -6.77  7.74
H  1.18  -7.83  7.93
H  1.11  -6.20  9.73
H  -0.21  -5.83  8.61
Cl  -3.29  -3.94  7.86
C  -4.08  -2.53  8.62
C  -3.15  -1.35  8.72
Cl  -1.82  -1.63  9.88
H  -4.44  -2.84  9.60
H  -4.94  -2.27  8.00
H  -3.70  -0.48  9.07
H  -2.70  -1.11  7.75
Cl  5.03  3.00  5.37
C  6.41  1.89  5.57
C  7.64  2.38  4.85
Cl  7.45  2.31  3.08
H  6.11  0.91  5.22
H  6.61  1.83  6.64
H  8.49  1.75  5.11
H  7.88  3.41  5.13

Structure (SMILES)   CCCCOc1c2c(c(Cl)c(Cc3ccccc3C)c1[C@H](Cl)[C@H](C)Cl)C(=O)C(P(O)(O)=S)=C(B(N)O)C2=O.ClCCCl.ClCCCl.ClCCCl.ClCCCl.ClCCCl.ClCCCl.ClCCCl.ClCCCl.ClCCCl.ClCCCl
Maximum force   0.0594 hartree/bohr
HOMO-LUMO gap   7.000 eV

These are the Löwdin partial charges, in e, on atoms 1 to 2: C -0.096; C -0.234

=====

Which of these has the highest HOMO-LUMO gap? C5H11N4O2

=====

The highest maximum force belongs to which entry? C5H11N4O2

=====

The lowest maximum force belongs to which entry? C45H68BCl23NO6PS